168
Properties=species:S:1:pos:R:3:lowdin_charge:R:1 method="wB97M-V/def2-TZVPD" gap_ev=6.00 molar_mass_g_mol=1381.8 e_homo_ev=-4.3760 e_tot_ha=-6166.70200 total_charge=-1
Cd -4.844 -7.146 -4.516 1.3747
C -3.111 -6.885 -9.032 -0.0406
C -4.614 -6.693 -8.755 -0.4827
C -5.290 -6.779 -10.187 -0.1512
C -5.506 -8.161 -10.715 -0.2112
C -6.380 -8.906 -9.726 -0.1301
C -5.678 -9.053 -8.287 -0.4303
N -5.173 -7.719 -7.828 -0.1436
O -4.599 -7.744 -6.510 -0.3954
C -4.554 -10.178 -8.425 -0.0427
C -6.766 -9.590 -7.308 -0.0469
C -4.918 -5.305 -8.238 -0.0495
H -2.634 -6.302 -9.820 0.0758
H -2.836 -7.927 -9.202 0.0695
H -2.548 -6.667 -8.125 0.0604
H -4.699 -6.190 -10.889 0.1115
H -6.262 -6.300 -10.069 0.1121
H -4.588 -8.718 -10.898 0.1016
H -5.976 -8.082 -11.696 0.1062
H -6.433 -9.924 -10.111 0.1047
H -7.401 -8.544 -9.601 0.1105
H -3.884 -10.126 -7.566 0.0584
H -3.907 -10.043 -9.292 0.0531
H -4.921 -11.204 -8.413 0.0648
H -7.071 -10.585 -7.631 0.0770
H -7.623 -8.920 -7.231 0.0588
H -6.436 -9.715 -6.277 0.0489
H -4.867 -4.466 -8.932 0.0827
H -4.266 -5.108 -7.387 0.0711
H -5.973 -5.164 -8.002 0.0637
C -8.731 -6.249 -6.064 -0.6018
F -9.227 -7.421 -5.684 0.1219
F -8.002 -6.353 -7.167 0.1446
F -9.654 -5.279 -6.234 0.1366
S -7.542 -5.698 -4.583 0.7055
O -6.461 -5.025 -5.272 -0.3528
O -8.313 -4.866 -3.633 -0.2911
N -6.803 -7.217 -4.075 -0.4217
S -7.758 -7.756 -2.912 0.5997
O -7.100 -7.554 -1.630 -0.3093
O -9.192 -7.397 -2.969 -0.3020
C -7.762 -9.645 -3.222 -0.6240
F -8.073 -10.282 -2.106 0.1575
F -8.655 -9.814 -4.216 0.1122
F -6.593 -10.083 -3.757 0.0885
C -1.289 -7.052 -4.378 -0.6524
F -2.141 -7.778 -5.099 0.0932
F -0.979 -7.690 -3.286 0.1697
F -0.224 -6.856 -5.148 0.1247
S -2.101 -5.284 -3.983 0.7257
O -1.234 -4.800 -2.898 -0.3065
O -2.084 -4.465 -5.188 -0.2800
N -3.757 -5.807 -3.571 -0.4158
S -4.153 -4.552 -2.689 0.5797
O -3.612 -3.240 -3.021 -0.2907
O -5.596 -4.533 -2.496 -0.3102
C -3.385 -5.012 -0.911 -0.6779
F -4.317 -5.327 -0.044 0.1628
F -2.547 -5.968 -1.069 0.1349
F -2.718 -3.953 -0.435 0.1229
C 2.747 -7.028 -4.573 -0.0753
C 3.651 -7.565 -3.451 -0.2866
O 4.167 -6.407 -2.832 -0.0917
H 2.023 -6.320 -4.171 0.0613
H 2.199 -7.850 -5.035 0.0548
H 3.391 -6.614 -5.348 0.0800
H 4.463 -8.124 -3.916 0.1133
H 3.074 -8.128 -2.718 0.1124
H 5.118 -6.492 -2.738 0.0941
C 0.257 -10.351 -5.948 -0.0781
C -0.065 -11.019 -4.612 -0.3125
O -0.629 -12.287 -4.855 -0.0772
H -0.633 -10.316 -6.575 0.0791
H 1.081 -10.802 -6.500 0.0756
H 0.579 -9.313 -5.855 0.0333
H -0.809 -10.415 -4.092 0.0923
H 0.840 -11.156 -4.019 0.1118
H -0.073 -12.981 -4.493 0.0791
C -4.159 -8.049 1.677 -0.0979
C -5.657 -8.085 1.840 -0.3089
O -6.029 -8.685 3.084 -0.0695
H -3.669 -9.019 1.755 0.0781
H -3.729 -7.425 2.461 0.0752
H -3.802 -7.559 0.771 0.0424
H -6.048 -8.590 0.957 0.0964
H -6.074 -7.079 1.796 0.1061
H -6.933 -8.996 2.996 0.0773
C -4.613 -0.200 -1.544 -0.0794
C -3.684 -0.712 -0.453 -0.3149
O -3.399 0.341 0.483 -0.0917
H -5.514 0.210 -1.087 0.0750
H -4.941 -1.071 -2.112 0.0635
H -4.147 0.565 -2.164 0.0690
H -2.711 -1.065 -0.797 0.0832
H -4.213 -1.516 0.059 0.1082
H -2.685 0.796 0.032 0.0718
C -0.917 -2.728 1.998 -0.0861
C 0.084 -2.113 2.946 -0.3557
O 1.289 -1.835 2.345 -0.0570
H -0.906 -3.806 1.841 0.0513
H -0.936 -2.187 1.052 0.0748
H -1.943 -2.624 2.353 0.0767
H 0.252 -2.737 3.824 0.1063
H -0.373 -1.185 3.290 0.1150
H 1.655 -2.679 2.069 0.0823
C -7.885 -4.308 0.353 -0.0653
C -9.420 -4.388 0.137 -0.3076
O -10.057 -3.499 1.035 -0.0907
H -7.553 -4.742 1.296 0.0615
H -7.603 -3.261 0.472 0.0693
H -7.371 -4.725 -0.513 0.0496
H -9.746 -5.419 0.275 0.1034
H -9.679 -4.106 -0.884 0.1054
H -10.980 -3.429 0.781 0.0729
C -4.407 -10.114 -1.406 -0.0396
C -3.789 -8.812 -1.969 -0.2535
O -4.099 -8.808 -3.365 -0.2008
H -5.446 -10.238 -1.713 0.0521
H -4.532 -10.118 -0.323 0.0631
H -3.945 -11.054 -1.709 0.0813
H -2.737 -8.622 -1.756 0.1049
H -4.299 -7.922 -1.600 0.0867
H -3.810 -9.656 -3.711 0.1030
C 0.753 -3.513 -5.853 -0.0749
C 2.152 -3.025 -5.982 -0.3126
O 2.763 -3.715 -7.048 -0.0813
H 0.748 -4.587 -5.669 0.0639
H 0.145 -3.236 -6.714 0.0972
H 0.371 -2.973 -4.987 0.0544
H 2.725 -3.295 -5.094 0.1046
H 2.132 -1.940 -6.084 0.1128
H 3.630 -3.335 -7.207 0.1006
C 1.868 -3.635 -1.850 -0.0676
C 1.421 -4.910 -1.158 -0.3173
O 2.499 -5.569 -0.472 -0.0864
H 2.539 -3.845 -2.684 0.0579
H 2.373 -3.039 -1.089 0.0791
H 1.022 -3.104 -2.285 0.0548
H 1.105 -5.584 -1.955 0.0882
H 0.571 -4.657 -0.524 0.0991
H 3.060 -5.881 -1.185 0.0309
C 1.284 -6.867 -8.054 -0.0816
C 0.609 -5.790 -8.919 -0.2866
O 1.712 -4.962 -9.310 -0.1049
H 1.769 -6.392 -7.202 0.0406
H 2.061 -7.379 -8.622 0.0782
H 0.533 -7.588 -7.732 0.0569
H -0.210 -5.243 -8.451 0.1000
H 0.184 -6.264 -9.804 0.1023
H 1.975 -4.465 -8.532 0.0171
C -0.521 -6.980 1.308 -0.0856
C 0.438 -6.863 2.483 -0.3127
O -0.291 -6.942 3.680 -0.0798
H -0.888 -7.996 1.161 0.0724
H -0.054 -6.661 0.376 0.0538
H -1.449 -6.444 1.505 0.0570
H 0.959 -5.907 2.436 0.1030
H 1.121 -7.712 2.439 0.1147
H -0.671 -6.095 3.925 0.0784
C -1.144 -1.136 -3.249 -0.0662
C 0.076 -0.435 -3.894 -0.2884
O 0.285 0.887 -3.318 -0.0908
H -0.954 -1.570 -2.267 0.0641
H -1.513 -1.966 -3.851 0.0516
H -1.964 -0.420 -3.198 0.0711
H -0.081 -0.206 -4.948 0.1051
H 0.952 -1.084 -3.873 0.0822
H 1.182 1.124 -3.565 0.0665

148
Properties=species:S:1:pos:R:3:lowdin_spin:R:1 method="wB97M-V/def2-TZVPD" gap_ev="8.68 / 9.57" molar_mass_g_mol=814.7 spin_multiplicity=2 e_homo_ev="-8.0968 / -8.9971" e_tot_ha=-2966.09766
C -4.182 1.921 0.642 0.0119
C -2.739 2.465 0.932 0.0275
C -2.867 3.622 1.921 0.0104
C -2.158 2.962 -0.391 0.0010
C -1.776 1.764 -1.222 0.0019
Cl -1.378 2.241 -2.906 0.0006
C -0.604 1.028 -0.590 -0.0004
C -0.596 1.115 0.954 0.0291
C -0.125 -0.265 1.439 0.0022
C 0.413 2.151 1.491 0.0195
N -1.965 1.321 1.483 0.3822
O -2.067 1.184 2.754 0.5037
H -4.468 2.024 -0.398 0.0000
H -4.936 2.387 1.264 0.0009
H -4.201 0.859 0.870 0.0000
H -3.653 3.420 2.632 0.0000
H -3.075 4.544 1.391 0.0006
H -1.961 3.756 2.504 0.0017
H -2.921 3.530 -0.908 0.0003
H -1.295 3.609 -0.250 -0.0002
H -2.622 1.092 -1.263 0.0010
H 0.320 1.455 -0.964 -0.0004
H -0.631 -0.015 -0.882 -0.0001
H 0.000 -0.271 2.514 -0.0007
H -0.826 -1.024 1.109 0.0000
H 0.856 -0.440 1.004 -0.0004
H 1.152 2.380 0.735 0.0011
H -0.043 3.069 1.847 0.0003
H 0.956 1.712 2.315 0.0025
C -7.950 3.862 -1.115 0.0000
C -6.854 3.788 -2.173 0.0000
C -7.286 4.293 -3.557 0.0000
O -8.107 3.399 -4.283 0.0000
C -9.482 3.430 -3.950 0.0000
N -6.337 2.417 -2.221 0.0000
H -8.680 3.061 -1.226 0.0000
H -7.518 3.759 -0.119 0.0000
H -8.477 4.817 -1.157 0.0000
H -6.038 4.439 -1.844 0.0000
H -6.388 4.418 -4.167 0.0000
H -7.766 5.278 -3.486 0.0000
H -9.808 4.440 -3.686 0.0000
H -9.710 2.747 -3.129 0.0000
H -10.040 3.101 -4.826 0.0000
H -5.530 2.386 -2.841 0.0000
H -7.029 1.839 -2.691 0.0000
C 3.820 -5.048 1.170 0.0000
C 3.007 -4.422 0.041 0.0000
C 3.170 -2.900 -0.060 0.0000
O 2.460 -2.159 0.916 0.0000
C 3.100 -2.048 2.172 0.0000
N 1.604 -4.825 0.180 0.0000
H 3.356 -4.889 2.143 0.0000
H 3.894 -6.126 1.024 0.0000
H 4.833 -4.639 1.200 0.0000
H 3.380 -4.839 -0.900 0.0000
H 2.754 -2.578 -1.020 0.0000
H 4.229 -2.614 -0.055 0.0000
H 4.188 -1.986 2.063 0.0000
H 2.846 -2.886 2.827 0.0000
H 2.736 -1.134 2.644 0.0000
H 1.081 -4.507 -0.631 0.0000
H 1.208 -4.299 0.955 0.0000
C -3.898 -2.591 0.102 0.0001
C -4.134 -1.347 -0.742 0.0010
C -5.568 -1.229 -1.274 0.0001
O -5.866 -2.071 -2.373 0.0001
C -6.203 -3.404 -2.038 0.0000
N -3.136 -1.273 -1.812 0.0001
H -3.790 -3.497 -0.495 0.0000
H -2.981 -2.485 0.685 0.0001
H -4.725 -2.734 0.801 0.0000
H -3.973 -0.483 -0.090 0.0009
H -5.706 -0.209 -1.646 0.0000
H -6.299 -1.380 -0.468 0.0000
H -6.752 -3.454 -1.094 0.0000
H -5.315 -4.038 -1.977 0.0000
H -6.838 -3.792 -2.834 0.0000
H -3.244 -0.380 -2.287 0.0000
H -3.365 -1.959 -2.525 0.0000
C -7.128 1.320 4.212 0.0000
C -7.848 0.682 3.028 0.0000
C -7.735 -0.850 2.985 0.0000
O -6.485 -1.340 2.541 0.0000
C -5.465 -1.378 3.525 0.0002
N -7.376 1.317 1.792 0.0001
H -6.050 1.363 4.060 0.0000
H -7.472 2.345 4.350 0.0000
H -7.323 0.772 5.137 0.0000
H -8.913 0.910 3.131 0.0000
H -8.463 -1.222 2.257 0.0000
H -7.995 -1.296 3.954 0.0000
H -5.859 -1.612 4.518 0.0000
H -4.925 -0.429 3.559 0.0003
H -4.755 -2.154 3.240 0.0000
H -7.931 0.985 1.008 0.0000
H -6.438 0.973 1.600 0.0001
C 3.051 3.593 3.922 0.0001
C 3.716 2.220 3.930 0.0000
C 5.187 2.234 4.364 0.0000
O 6.085 2.702 3.379 0.0000
C 6.234 4.107 3.302 0.0000
N 3.554 1.593 2.613 0.0004
H 3.346 4.185 3.056 0.0000
H 1.967 3.484 3.881 0.0001
H 3.297 4.156 4.824 0.0000
H 3.182 1.603 4.660 0.0000
H 5.481 1.196 4.550 0.0000
H 5.332 2.780 5.306 0.0000
H 6.163 4.574 4.289 0.0000
H 5.494 4.551 2.632 0.0000
H 7.222 4.308 2.889 0.0000
H 3.904 0.639 2.659 0.0000
H 4.193 2.061 1.973 0.0000
C 9.250 -0.583 -0.053 0.0000
C 8.384 -0.747 1.193 0.0000
C 7.813 -2.161 1.376 0.0000
O 6.722 -2.455 0.524 0.0000
C 7.072 -2.862 -0.789 0.0000
N 7.319 0.257 1.175 0.0000
H 8.653 -0.513 -0.961 0.0000
H 9.834 0.335 0.018 0.0000
H 9.946 -1.417 -0.164 0.0000
H 9.021 -0.547 2.060 0.0000
H 7.414 -2.234 2.392 0.0000
H 8.592 -2.930 1.283 0.0000
H 7.995 -3.448 -0.798 0.0000
H 7.174 -2.007 -1.458 0.0000
H 6.261 -3.485 -1.170 0.0000
H 6.815 0.231 2.058 0.0000
H 6.635 -0.044 0.485 0.0000
C 6.358 -2.911 -6.953 0.0000
C 5.810 -2.160 -5.744 0.0000
C 6.885 -1.429 -4.927 0.0000
O 7.673 -2.266 -4.101 0.0000
C 8.747 -2.921 -4.749 0.0000
N 5.025 -3.088 -4.923 0.0000
H 6.840 -3.847 -6.669 0.0000
H 5.547 -3.165 -7.635 0.0000
H 7.082 -2.305 -7.502 0.0000
H 5.128 -1.392 -6.119 0.0000
H 6.378 -0.745 -4.240 0.0000
H 7.529 -0.816 -5.571 0.0000
H 9.181 -2.299 -5.537 0.0000
H 8.435 -3.879 -5.171 0.0000
H 9.513 -3.119 -3.999 0.0000
H 4.560 -2.570 -4.182 0.0000
H 5.678 -3.696 -4.434 0.0000